[1]
The following is a DFT calculation (ωB97M-V/def2-TZVPD) of a molecular structure, C30H72LiN3O22P at a distorted geometry.

Structure (XYZ):
```
129
Properties=species:S:1:pos:R:3:lowdin_charge:R:1
C -2.850 -1.905 -5.322 -0.0563
N -1.588 -1.927 -4.563 -0.3737
C -0.542 -2.819 -5.168 0.0219
C -1.034 -0.527 -4.576 0.0256
C -1.770 -2.388 -3.201 -0.1014
C -2.822 -1.508 -2.293 -0.2011
O -3.135 -2.174 -1.083 -0.0915
H -3.471 -2.899 -5.467 0.1489
H -2.742 -1.800 -6.450 0.1118
H -3.689 -1.068 -5.238 0.1532
H -0.666 -3.891 -5.067 0.1260
H 0.296 -2.640 -4.698 0.0408
H -0.447 -2.612 -6.177 0.0886
H -1.973 -0.032 -4.600 0.0749
H -0.455 -0.441 -5.533 0.1261
H -0.270 -0.285 -3.760 0.1212
H -0.681 -2.615 -2.698 0.1644
H -2.112 -3.421 -3.331 0.1270
H -3.769 -1.316 -2.704 0.0782
H -2.437 -0.348 -2.168 0.1652
H -2.380 -1.968 -0.505 -0.0333
C 4.016 -3.828 0.918 0.0299
N 4.319 -2.791 -0.132 -0.3582
C 4.447 -1.478 0.634 -0.0150
C 5.495 -2.981 -0.936 -0.0337
C 3.123 -2.609 -1.083 -0.0753
C 3.274 -1.596 -2.206 -0.3021
O 2.069 -1.247 -2.775 -0.0815
H 4.852 -3.901 1.618 0.1167
H 3.767 -4.830 0.595 0.0973
H 3.027 -3.440 1.275 0.1210
H 3.742 -1.390 1.505 0.1038
H 4.435 -0.673 -0.177 0.0981
H 5.492 -1.455 1.194 0.1450
H 5.850 -2.262 -1.574 0.0799
H 5.367 -3.976 -1.529 0.1697
H 6.374 -2.988 -0.382 0.0837
H 2.146 -2.257 -0.386 0.1688
H 2.778 -3.620 -1.437 0.1506
H 3.701 -1.935 -3.076 0.0921
H 3.910 -0.683 -2.085 0.1240
H 1.429 -1.037 -2.052 -0.0272
C 2.301 1.446 2.338 0.0132
N 3.066 2.301 1.290 -0.3120
C 2.652 1.792 -0.064 0.0254
C 2.401 3.653 1.464 -0.0237
C 4.535 2.342 1.687 -0.0325
C 5.479 3.195 0.743 -0.2133
O 6.812 3.086 1.228 -0.0555
H 2.617 1.591 3.356 0.0958
H 2.634 0.378 2.022 0.1027
H 1.265 1.710 2.456 0.0822
H 1.581 1.887 -0.306 0.0979
H 2.948 0.873 -0.124 -0.0001
H 3.295 2.450 -0.781 0.1440
H 2.490 3.970 2.596 0.1403
H 1.305 3.755 1.298 0.0927
H 2.916 4.531 0.596 0.1979
H 4.773 1.327 1.680 0.1024
H 4.788 2.822 2.479 0.0731
H 5.126 4.128 0.751 0.0672
H 5.402 3.139 -0.255 0.0785
H 7.424 2.463 0.660 0.1618
Li -0.711 -1.846 1.998 0.6321
P -0.185 -0.320 0.129 -0.1268
O 0.680 -1.003 1.187 -0.4728
O -1.388 -1.272 0.439 -0.4588
O 0.282 -0.696 -1.197 -0.3143
O -0.608 1.065 0.488 -0.3403
C -0.290 2.485 -2.613 -0.0770
O -1.327 2.515 -3.524 -0.0009
C -1.722 3.677 -4.003 -0.6274
O -1.117 4.686 -3.762 0.1116
O -2.816 3.684 -4.764 -0.0146
C -3.442 4.988 -5.137 0.0144
H -0.650 2.726 -1.646 0.0708
H 0.555 3.182 -2.999 0.1340
H 0.167 1.521 -2.375 0.0610
H -4.499 4.667 -5.406 0.1120
H -2.974 5.377 -6.035 0.0900
H -3.490 5.650 -4.305 0.0802
C -3.876 0.546 1.097 -0.0106
O -4.756 1.355 1.934 0.0259
C -5.332 0.656 2.905 -0.6176
O -5.526 -0.499 2.963 0.1727
O -5.687 1.449 3.943 0.0393
C -6.285 0.865 5.073 -0.0189
H -4.399 0.260 0.264 0.0795
H -3.482 -0.176 1.464 -0.0320
H -2.852 0.986 0.751 0.1073
H -5.790 0.134 5.298 0.0087
H -7.295 0.749 5.223 0.0967
H -6.129 1.482 5.814 0.0596
C -0.146 -3.971 -0.577 -0.0432
O 0.095 -5.079 -1.410 0.1042
C 0.889 -5.938 -1.141 -0.7050
O 1.370 -6.154 -0.033 0.0712
O 1.126 -6.866 -2.102 -0.0156
C 1.949 -8.047 -1.809 -0.0243
H 0.332 -3.935 0.536 0.1392
H -1.195 -3.860 -0.098 0.1376
H 0.281 -3.086 -0.881 0.0118
H 1.721 -8.578 -0.968 0.0495
H 3.031 -7.718 -1.927 0.1082
H 1.878 -8.857 -2.628 0.1173
C -2.579 -2.332 6.577 -0.0005
O -2.383 -0.957 6.139 -0.0221
C -1.912 -0.430 4.964 -0.4819
O -1.668 -1.196 3.970 0.0069
O -1.933 0.880 4.874 0.0482
C -1.617 1.409 3.604 -0.0069
H -2.865 -3.019 5.737 0.1121
H -3.418 -2.279 7.218 0.0789
H -1.683 -2.665 7.048 0.0821
H -1.068 2.465 3.698 0.1506
H -2.632 1.649 3.021 0.1407
H -1.157 0.814 3.057 -0.0368
C -1.290 7.000 4.321 0.0094
O -2.055 5.834 3.849 0.0536
C -1.797 5.291 2.676 -0.6078
O -0.829 5.691 2.033 0.0746
O -2.746 4.414 2.324 0.0043
C -2.592 3.930 0.969 -0.0266
H -1.350 7.850 3.862 0.0435
H -0.247 7.058 4.275 0.0844
H -1.360 7.205 5.277 0.0496
H -3.569 3.546 0.747 0.0740
H -2.053 2.991 0.985 0.0547
H -2.471 4.769 0.188 0.1383
```

Values from the calculation:
E: -3353.99282 hartree
HOMO level: -0.3308 hartree
Energy relative to the best compared isomer or geometry (same formula, charge and spin): 145.0 kJ/mol
Net charge: +1
F_max: 0.2220 Eh/bohr

***

[2]
The following is a DFT calculation (ωB97M-V/def2-TZVPD) of 2 unconnected molecules or ions with the total composition C3H8N2O2 at a distorted geometry.

Structure (XYZ):
```
15
Properties=species:S:1:pos:R:3:nbo_charge:R:1
C -0.467 -0.273 -1.040 -0.6509
C 0.817 -0.187 -0.499 0.4545
N 1.303 -1.164 0.342 -0.7941
N 1.737 0.733 -0.950 -0.7881
H -0.725 0.414 -1.830 0.2198
H -0.947 -1.238 -1.082 0.2301
H 0.575 -1.690 0.810 0.4111
H 2.048 -0.884 0.966 0.3771
H 1.351 1.509 -1.461 0.4005
H 2.482 0.986 -0.318 0.3776
O -2.347 1.300 0.341 -0.6621
C -1.419 0.601 0.675 0.6260
O -1.551 -0.508 1.469 -0.7512
H -0.360 1.050 0.943 0.0613
H -2.497 -0.649 1.634 0.4884
```

Values from the calculation:
E: -379.05711 hartree
HOMO level: -0.2852 hartree
Energy relative to the best compared isomer or geometry (same formula, charge and spin): 220.3 kJ/mol
SMILES: C=C(N)N.O=CO
F_max: 0.0704 Eh/bohr

***

[3]
The following is a DFT calculation (ωB97M-V/def2-TZVPD) of 12 unconnected molecules or ions with the total composition C20H62ClNO14P.

Structure (XYZ):
```
99
Properties=species:S:1:pos:R:3:lowdin_charge:R:1
C 2.925 -1.475 -0.327 -0.0255
C 1.431 -1.658 -0.040 -0.4479
C 1.258 -1.871 1.477 -0.0206
C 0.687 -0.418 -0.565 -0.1026
C -0.828 -0.537 -0.804 -0.6225
O -1.205 0.513 -1.697 -0.0898
P -1.788 -0.264 0.773 0.7018
O -3.268 -0.175 0.077 -0.3285
Cl -1.316 1.750 1.081 0.3434
C -1.225 -1.893 -1.409 -0.0852
C -0.503 -3.143 -0.874 -0.4543
C -1.056 -3.607 0.482 -0.0322
C -0.732 -4.286 -1.866 -0.0183
N 0.963 -2.854 -0.815 -0.1042
O 1.575 -3.031 -1.926 -0.0298
H 3.325 -0.748 0.383 0.0905
H 3.105 -1.103 -1.333 0.0836
H 3.459 -2.418 -0.193 0.0871
H 1.317 -2.932 1.722 0.0859
H 0.316 -1.484 1.867 0.0357
H 2.059 -1.359 2.010 0.0849
H 1.119 -0.104 -1.516 0.1270
H 0.883 0.398 0.137 0.0891
H -1.358 0.134 -2.571 0.0977
H -3.926 -0.048 0.775 0.0567
H -1.048 -1.838 -2.490 0.1355
H -2.300 -2.055 -1.275 0.0907
H -1.167 -2.804 1.207 0.0297
H -2.015 -4.098 0.325 0.0601
H -0.382 -4.353 0.909 0.0965
H -1.795 -4.544 -1.847 0.0900
H -0.179 -5.178 -1.568 0.0921
H -0.456 -4.009 -2.881 0.0861
C 2.384 2.923 2.961 -0.1477
O 1.518 1.801 2.850 -0.1506
H 3.181 2.661 3.653 0.0581
H 2.835 3.181 1.998 0.0685
H 1.856 3.800 3.348 0.0798
H 0.814 2.025 2.233 -0.0339
C 4.390 4.356 5.914 -0.1453
O 5.044 3.610 4.888 -0.1359
H 3.325 4.160 5.811 0.0722
H 4.709 4.027 6.908 0.0785
H 4.576 5.426 5.813 0.0543
H 5.989 3.766 4.960 0.0710
C -3.909 -6.807 -0.007 -0.1321
O -2.819 -6.278 0.748 -0.1371
H -4.222 -6.031 -0.703 0.0571
H -3.608 -7.692 -0.575 0.0811
H -4.756 -7.068 0.628 0.0585
H -2.534 -6.950 1.373 0.0770
C -1.811 3.561 -2.535 -0.1404
O -0.848 4.247 -1.733 -0.1476
H -2.067 4.208 -3.371 0.0791
H -1.406 2.629 -2.923 0.0497
H -2.713 3.346 -1.957 0.0821
H -0.640 3.668 -0.989 0.0288
C 3.981 -5.408 -1.766 -0.1718
O 2.636 -5.845 -1.843 -0.1308
H 4.601 -6.204 -2.174 0.0736
H 4.144 -4.499 -2.351 0.0741
H 4.293 -5.223 -0.732 0.0728
H 2.083 -5.115 -1.540 0.0239
C 2.472 3.779 -1.213 -0.1450
O 1.672 2.607 -1.291 -0.1363
H 3.282 3.564 -0.518 0.0713
H 2.904 4.041 -2.182 0.0793
H 1.904 4.635 -0.840 0.0725
H 0.954 2.785 -1.910 0.0510
C -4.987 -2.835 -1.032 -0.1635
O -5.561 -4.063 -1.454 -0.1225
H -4.359 -3.059 -0.171 0.0726
H -4.363 -2.387 -1.810 0.0705
H -5.749 -2.111 -0.730 0.0791
H -6.120 -3.892 -2.218 0.0779
C -0.140 7.475 -1.970 -0.1692
O 0.691 8.591 -2.276 -0.1285
H 0.097 7.168 -0.954 0.0753
H -1.200 7.737 -2.014 0.0768
H 0.048 6.628 -2.633 0.0628
H 0.497 8.872 -3.174 0.0681
C 5.236 8.724 5.417 -0.1554
O 5.562 7.607 6.235 -0.1341
H 4.151 8.800 5.407 0.0786
H 5.647 9.654 5.818 0.0746
H 5.585 8.592 4.390 0.0765
H 6.520 7.525 6.264 0.0756
C -0.199 3.055 -6.262 -0.1546
O -1.282 2.366 -5.652 -0.1320
H 0.341 3.560 -5.464 0.0751
H 0.487 2.371 -6.768 0.0767
H -0.546 3.807 -6.976 0.0764
H -1.779 1.909 -6.337 0.0741
C -6.708 -7.481 2.971 -0.1637
O -6.426 -8.446 1.967 -0.1333
H -5.758 -7.222 3.435 0.0770
H -7.146 -6.572 2.550 0.0765
H -7.373 -7.877 3.742 0.0744
H -7.252 -8.689 1.539 0.0759
```

Values from the calculation:
E: -2708.66425 hartree
2S+1: 2
HOMO level (spin up / spin down): -0.3036 / -0.3395 hartree
F_max: 0.0123 Eh/bohr

***

[4]
The following is a DFT calculation (ωB97M-V/def2-TZVPD) of 2 unconnected molecules or ions with the total composition C4H12 at a distorted geometry.

Structure (XYZ):
```
16
Properties=species:S:1:pos:R:3:nbo_charge:R:1
C 0.934 -0.074 -1.506 -0.6204
C -0.329 -0.300 -2.285 -0.6417
H 1.456 -0.977 -1.290 0.2177
H 1.452 0.928 -1.968 0.2057
H 0.633 0.254 -0.480 0.2021
H -1.158 0.353 -2.001 0.2114
H -0.120 -0.348 -3.369 0.2099
H -0.662 -1.368 -2.446 0.2115
C -0.467 -0.546 2.135 -0.6025
C -0.090 0.899 1.746 -0.6062
H -1.497 -0.836 1.665 0.2035
H 0.221 -1.220 1.807 0.1979
H -0.418 -0.540 3.258 0.2059
H -0.158 1.017 0.683 0.1905
H 1.011 1.115 1.897 0.2061
H -0.809 1.642 2.153 0.2085
```

Values from the calculation:
E: -159.52905 hartree
HOMO level: -0.3934 hartree
Energy relative to the best compared isomer or geometry (same formula, charge and spin): 146.8 kJ/mol
SMILES: CC.CC
F_max: 0.0762 Eh/bohr